{"formula": "C35H98AsF6N7O7", "method": "the ωB97M-V functional and the def2-TZVPD basis", "e_lumo_ev": -8.2, "homo_ev": -18.584, "total_charge": 6, "gap_ev": 10.417, "elements": ["C", "N", "C", "C", "C", "C", "O", "H", "H", "H", "H", "H", "H", "H", "H", "H", "H", "H", "H", "H", "H", "C", "N", "C", "C", "C", "C", "O", "H", "H", "H", "H", "H", "H", "H", "H", "H", "H", "H", "H", "H", "H", "C", "N", "C", "C", "C", "C", "O", "H", "H", "H", "H", "H", "H", "H", "H", "H", "H", "H", "H", "H", "H", "C", "N", "C", "C", "C", "C", "O", "H", "H", "H", "H", "H", "H", "H", "H", "H", "H", "H", "H", "H", "H", "C", "N", "C", "C", "C", "C", "O", "H", "H", "H", "H", "H", "H", "H", "H", "H", "H", "H", "H", "H", "H", "C", "N", "C", "C", "C", "C", "O", "H", "H", "H", "H", "H", "H", "H", "H", "H", "H", "H", "H", "H", "H", "C", "N", "C", "C", "C", "C", "O", "H", "H", "H", "H", "H", "H", "H", "H", "H", "H", "H", "H", "H", "H", "As", "F", "F", "F", "F", "F", "F"], "positions_angstrom": [[-4.45692, 6.40783, 1.68759], [-5.47188, 6.97507, 0.73647], [-5.59768, 8.37123, 1.20430], [-4.94552, 6.84441, -0.71557], [-6.75631, 6.18400, 0.81359], [-7.55847, 6.11000, 2.10303], [-7.01973, 5.17818, 2.96698], [-3.53101, 6.97970, 1.50162], [-4.25964, 5.34880, 1.55852], [-4.80333, 6.61738, 2.68405], [-4.62306, 8.90190, 0.89731], [-5.75474, 8.35069, 2.30950], [-6.32686, 8.95917, 0.55529], [-5.74373, 7.20186, -1.35008], [-4.76435, 5.81359, -0.79122], [-4.02028, 7.34516, -0.74644], [-6.61241, 5.06090, 0.55630], [-7.39305, 6.58947, 0.05097], [-8.53355, 5.64019, 1.86479], [-7.64352, 7.17958, 2.37451], [-7.80784, 4.83085, 3.44929], [1.47027, 9.87256, -5.22704], [2.49013, 8.73242, -5.19825], [3.68128, 9.31628, -4.51509], [1.77600, 7.64898, -4.50086], [2.93852, 8.23163, -6.54923], [1.81184, 7.67907, -7.39347], [0.74879, 8.58568, -7.47718], [0.43963, 9.48201, -5.20467], [1.81971, 10.54934, -5.97069], [1.77090, 10.41156, -4.28951], [3.80553, 10.30484, -4.88768], [4.49739, 8.67695, -4.66801], [3.50306, 9.39563, -3.45059], [2.60763, 6.90796, -4.26796], [1.01259, 7.21472, -5.16685], [1.41369, 8.09294, -3.53182], [3.63321, 7.45894, -6.26090], [3.45538, 9.01549, -7.09002], [1.42758, 6.74623, -7.05183], [2.34400, 7.44354, -8.30369], [0.37727, 8.84937, -8.30516], [7.61564, -6.36332, -1.44306], [8.16716, -6.44568, -0.04423], [6.93126, -6.69465, 0.79846], [9.17283, -7.50426, 0.19962], [8.67954, -5.13418, 0.50383], [9.98669, -4.67984, -0.05858], [9.76796, -4.30085, -1.40617], [8.39453, -6.45391, -2.16755], [7.17275, -5.38330, -1.59152], [6.88971, -7.20595, -1.43681], [7.30509, -6.71348, 1.77354], [6.51983, -7.67601, 0.61178], [6.20214, -5.90482, 0.54994], [9.42817, -7.49584, 1.24098], [10.10225, -7.27455, -0.34452], [8.70852, -8.41522, -0.06188], [8.81802, -5.21721, 1.58903], [7.95059, -4.33033, 0.32236], [10.89355, -5.34509, -0.05764], [10.23515, -3.77227, 0.52701], [10.57973, -3.83990, -1.64051], [1.03055, 4.44983, 8.41860], [1.82699, 5.08509, 7.32340], [2.84805, 4.02943, 6.79711], [0.75843, 5.31364, 6.28518], [2.41821, 6.29670, 8.00973], [3.10147, 7.32419, 7.00877], [1.93555, 7.95349, 6.37085], [0.35817, 5.20626, 8.84628], [1.73348, 4.06231, 9.17139], [0.57333, 3.52707, 8.04603], [3.43764, 4.52138, 6.04296], [2.32517, 3.18199, 6.30872], [3.54638, 3.66630, 7.55809], [0.05998, 6.12769, 6.60203], [0.26963, 4.37640, 6.07207], [1.35230, 5.63622, 5.42443], [3.17581, 5.83981, 8.63141], [1.55305, 6.73156, 8.66493], [3.76250, 6.83303, 6.30802], [3.65964, 7.98656, 7.67135], [2.18071, 8.70577, 5.86035], [-8.38842, -6.44767, 0.05816], [-8.11543, -7.56487, -0.88466], [-9.47037, -8.18888, -1.16743], [-7.62354, -6.84578, -2.10925], [-7.13400, -8.56985, -0.42865], [-6.15104, -8.08476, 0.58217], [-5.47443, -6.85791, 0.28442], [-9.27827, -5.89253, -0.28315], [-7.55340, -5.81760, -0.06746], [-8.47044, -6.92329, 0.98074], [-9.94325, -8.45848, -0.24114], [-9.28853, -9.02357, -1.79817], [-9.89639, -7.42303, -1.79400], [-8.39931, -6.17555, -2.48133], [-7.35034, -7.57965, -2.89049], [-6.69846, -6.33868, -1.79007], [-6.69792, -8.91806, -1.38888], [-7.71115, -9.36027, 0.01798], [-5.40535, -8.90055, 0.80208], [-6.52442, -7.94584, 1.55643], [-4.53401, -7.00787, 0.16157], [0.38590, -3.35868, 9.03130], [-0.49840, -3.00423, 7.91711], [-0.98085, -4.34797, 7.38327], [-1.61362, -2.26402, 8.53190], [0.22182, -2.22645, 6.90832], [-0.54518, -1.61562, 5.74429], [-1.16710, -0.36335, 6.10227], [1.23421, -3.96935, 8.70309], [-0.05269, -3.98159, 9.73405], [0.72517, -2.43916, 9.50976], [-1.41544, -4.96199, 8.19655], [-0.06661, -4.86342, 7.08866], [-1.66362, -4.17120, 6.59049], [-1.17469, -1.53834, 9.25851], [-2.21086, -2.96821, 9.11658], [-2.29573, -1.76456, 7.80082], [1.00706, -2.85394, 6.49154], [0.83309, -1.55763, 7.55495], [-1.35590, -2.32571, 5.44560], [0.20290, -1.45401, 4.95361], [-1.78356, -0.28999, 5.37154], [1.88525, -4.38350, -8.18534], [0.79205, -5.17900, -8.82088], [1.48499, -6.18437, -9.72855], [0.00184, -5.88487, -7.81594], [-0.15814, -4.20906, -9.61093], [0.20864, -3.81028, -10.97311], [1.48858, -3.21327, -10.77721], [2.55252, -3.93398, -9.00384], [2.42009, -5.11633, -7.59285], [1.49639, -3.58837, -7.58327], [0.85035, -7.01872, -10.16678], [2.25993, -6.64191, -9.15475], [1.94649, -5.69308, -10.59745], [-0.58782, -6.55394, -8.43844], [-0.51872, -5.07046, -7.28874], [0.62200, -6.43593, -7.15377], [-0.37822, -3.40025, -8.89725], [-1.07575, -4.81651, -9.58194], [-0.56038, -3.05282, -11.28592], [0.25275, -4.72705, -11.61346], [1.74730, -2.68903, -11.56129], [1.57864, 0.58629, -0.36109], [0.30019, -0.59947, -0.76213], [0.39718, 1.86802, -0.70069], [2.70627, 1.76173, 0.15704], [2.58220, -0.78087, -0.11710], [2.16539, 0.68882, -2.01235], [1.03387, 0.51214, 1.38887]], "forces_ev_per_angstrom": [[0.9, 0.4, -0.5], [0.5, -1.3, 0.2], [0.5, 2.2, -1.7], [-1.6, 0.4, 2.3], [-0.5, -2.7, -0.6], [-0.5, 0.7, -1.6], [-0.2, -0.5, 1.9], [-0.3, -0.4, 0.2], [-0.3, -0.1, -0.2], [-0.1, -0.2, 0.4], [-1.2, -0.9, 1.0], [-0.1, 0.5, -1.2], [0.3, -1.0, 1.3], [0.2, 0.1, -0.4], [0.1, -1.4, -0.6], [0.9, 1.0, -0.3], [0.6, 2.0, 0.0], [-0.3, 0.3, -0.4], [0.1, 1.3, -0.7], [-0.4, -0.6, 1.1], [1.3, 0.2, -0.1], [1.3, 0.3, 1.9], [-1.4, 1.4, -0.8], [-1.2, -0.5, 0.8], [2.0, -1.0, 1.7], [-0.7, 0.1, 0.6], [0.5, 0.3, -0.8], [0.1, 0.3, 1.3], [0.7, 0.6, -0.5], [-0.7, 0.4, -1.1], [-1.2, -0.4, -0.5], [0.5, 0.6, -0.5], [1.3, -0.7, -0.3], [-0.2, -0.1, 0.2], [-1.4, 0.4, -0.1], [0.3, 0.4, 0.7], [0.0, -0.8, -1.1], [0.4, -0.4, -0.5], [0.1, 0.3, 0.2], [-0.2, -0.8, 0.5], [-0.3, 0.1, -0.8], [0.2, -0.3, -1.1], [-0.1, -0.7, 0.5], [-1.3, 1.2, 0.9], [0.2, 0.0, -1.2], [0.6, 0.9, -0.5], [0.7, 0.2, 0.2], [1.1, 0.8, -0.5], [0.2, 0.1, 0.0], [0.5, -0.3, -0.4], [-0.3, -0.1, 0.2], [0.5, 0.8, -0.8], [0.0, 0.4, 1.8], [-0.1, -0.2, -0.4], [0.4, -0.4, 0.5], [0.0, -0.1, 0.6], [-0.6, -0.4, -0.1], [-0.1, -1.2, -0.4], [-0.3, -0.4, -0.2], [0.1, -0.5, -0.1], [-1.1, 0.2, 0.7], [0.1, -0.5, 0.0], [-0.1, 0.1, -0.6], [0.9, -1.3, 0.9], [-1.3, -2.0, 0.8], [-0.6, 0.7, -0.2], [1.3, 1.7, -0.8], [0.0, 1.0, -1.0], [-3.0, -0.3, 1.4], [1.1, -1.5, 1.1], [0.0, -0.7, -0.2], [-0.2, 0.6, 0.1], [-0.4, 0.5, -0.1], [0.2, 0.2, -0.4], [0.0, 0.7, 0.5], [-0.5, 0.3, 0.2], [0.7, -0.8, -0.2], [-0.1, -0.2, 0.1], [-0.7, 0.2, -0.2], [0.2, 0.2, 0.5], [1.9, -0.3, -1.5], [0.1, -0.1, -0.3], [0.0, 0.3, -0.4], [0.5, 1.0, -0.5], [-0.4, 0.0, -1.3], [-1.5, 1.3, -1.0], [1.6, 0.7, -0.8], [1.0, -0.9, -0.5], [0.2, -0.1, -0.9], [2.7, -0.6, 0.4], [-0.3, -0.2, -0.6], [0.2, -0.5, 0.4], [0.9, 0.9, 0.8], [-0.4, 0.0, 1.9], [-0.4, 0.1, 0.2], [0.0, -1.0, -0.4], [-1.2, 0.0, 0.3], [0.2, 0.0, 0.2], [-0.3, 0.3, 0.3], [-0.5, 0.0, -0.4], [0.1, -0.1, 0.9], [0.0, -0.5, 0.2], [-0.6, 0.5, -0.7], [-1.3, 0.2, 1.1], [0.0, -0.1, -0.1], [2.5, 0.7, -0.4], [-1.5, -2.1, 0.4], [0.9, -0.1, 1.0], [-1.3, 1.2, 0.7], [1.8, 0.8, 0.2], [-0.3, 0.1, 0.9], [0.4, -1.1, -0.3], [0.0, 0.5, -0.4], [-1.5, -0.8, 1.3], [0.1, -0.2, 0.0], [0.0, 0.7, -0.4], [-0.3, 0.0, -0.5], [-0.5, -0.1, -0.7], [-0.5, -0.3, -0.9], [0.2, 0.0, -0.1], [0.9, -0.4, 0.5], [-0.2, -0.5, -0.1], [-0.7, 0.5, -0.9], [0.8, 0.4, -0.2], [-0.5, -0.2, 0.0], [-0.4, 0.8, 0.0], [1.5, 0.0, -1.4], [1.3, 1.0, -2.3], [-0.7, -0.5, -1.4], [-0.8, 0.9, -0.7], [-1.8, -2.0, 2.6], [0.6, 0.4, -0.2], [0.2, 0.6, -1.4], [-1.1, -0.8, 1.4], [0.4, 0.3, 0.3], [-0.4, 0.3, 0.4], [0.2, 1.3, 0.9], [0.5, -0.3, 0.4], [-0.1, 0.2, 0.6], [-0.7, 0.0, 0.8], [-0.3, -0.8, 0.1], [0.6, -0.4, 0.5], [0.5, 0.0, -0.4], [0.0, 0.4, -0.6], [0.6, -0.9, -0.1], [-0.2, 1.0, 0.0], [-0.2, -0.4, 0.5], [-2.5, -0.3, 0.2], [0.6, 0.9, 0.0], [0.6, -0.6, 0.3], [0.6, 0.1, 0.0], [0.7, 0.0, 0.4], [-0.4, 0.0, 0.6], [0.3, 0.0, -1.4]]}